(1)
{"formula": "C29H28AsF6GeNO8PSTi", "method": "ωB97M-V/def2-TZVPD", "elements": ["Ti", "O", "C", "C", "C", "N", "C", "C", "C", "O", "O", "C", "O", "O", "H", "H", "H", "O", "S", "O", "O", "C", "C", "C", "C", "C", "C", "P", "C", "C", "C", "C", "C", "C", "C", "C", "C", "C", "C", "C", "H", "H", "H", "H", "H", "H", "H", "H", "H", "H", "H", "H", "H", "H", "F", "As", "F", "F", "F", "F", "F", "C", "Ge", "C", "C", "C", "H", "H", "H", "H", "H", "H", "H", "H", "H", "H", "H"], "positions_angstrom": [[-0.6215, -1.0241, -0.3339], [-0.4627, 0.5219, 5.5700], [-0.4902, 0.1915, 4.2266], [-1.5448, 0.6313, 3.3974], [-1.5313, 0.2781, 2.0725], [-0.5418, -0.4813, 1.5528], [0.4718, -0.9199, 2.3551], [0.5243, -0.5906, 3.7052], [1.3756, -1.7638, 1.5743], [2.3963, -2.2863, 2.0173], [0.9102, -1.9122, 0.3499], [-2.5815, 0.5109, 1.0421], [-3.5942, 1.1528, 1.2411], [-2.2552, -0.0890, -0.0738], [-1.2802, 0.9870, 5.7680], [-2.3700, 1.2193, 3.7823], [1.3353, -0.9535, 4.3210], [1.0259, -0.8257, -3.9172], [0.5678, -0.1299, -2.7414], [1.4607, -0.1859, -1.5803], [-0.7955, -0.5154, -2.2987], [0.4959, 1.5935, -3.1567], [0.6095, 2.0547, -4.4529], [0.6720, 3.4189, -4.6875], [0.5921, 4.2994, -3.6099], [0.4487, 3.8273, -2.3183], [0.4191, 2.4547, -2.0588], [0.0836, 1.7172, -0.4064], [-1.0203, 3.0755, 0.1595], [-0.7139, 4.0804, 1.0733], [-1.6398, 5.0724, 1.3620], [-2.8706, 5.0956, 0.7249], [-3.1751, 4.1128, -0.2084], [-2.2616, 3.1152, -0.4843], [1.6419, 2.0867, 0.4801], [2.8536, 2.2351, -0.1913], [4.0374, 2.3757, 0.5155], [4.0304, 2.3700, 1.9026], [2.8317, 2.2060, 2.5808], [1.6495, 2.0585, 1.8746], [0.6667, 1.3320, -5.2568], [0.7885, 3.7994, -5.6938], [0.6482, 5.3668, -3.7887], [0.3675, 4.5237, -1.4928], [0.2507, 4.0943, 1.5632], [-1.3919, 5.8406, 2.0860], [-3.5889, 5.8731, 0.9550], [-4.1340, 4.1203, -0.7103], [-2.5000, 2.3339, -1.1977], [2.8640, 2.2153, -1.2730], [4.9731, 2.4830, -0.0198], [4.9580, 2.4708, 2.4528], [2.8171, 2.1795, 3.6635], [0.7205, 1.9107, 2.4121], [-2.8790, -2.1324, -1.5626], [-3.1659, -3.0999, -0.1835], [-1.6373, -2.6898, 0.6151], [-2.4482, -4.4892, -0.9756], [-3.4882, -4.2218, 1.1588], [-4.7049, -3.6131, -0.9182], [-4.0289, -1.9239, 0.7251], [2.7435, -4.3705, -0.7945], [0.7684, -4.5110, -0.7711], [0.1115, -5.1193, 0.9983], [0.4416, -6.1875, -1.8598], [-0.0198, -3.1212, -1.8595], [3.2070, -5.3526, -0.6709], [3.0756, -3.7160, 0.0063], [3.0685, -3.9436, -1.7458], [0.6473, -6.0356, 1.2560], [-0.9533, -5.3393, 0.9574], [0.2963, -4.3754, 1.7703], [0.9596, -7.0341, -1.3969], [0.8169, -6.0712, -2.8787], [-0.6246, -6.4129, -1.9047], [-0.9928, -3.2532, -2.3085], [0.6839, -2.5947, -2.4860]], "lowdin_charge": [0.939, 0.029, -0.291, 0.064, -0.177, -0.008, -0.151, 0.066, -0.538, 0.041, -0.217, -0.584, 0.080, -0.197, 0.089, 0.126, 0.132, -0.287, 0.479, -0.351, -0.412, -0.250, -0.052, -0.083, -0.087, -0.070, -0.304, 1.156, -0.335, -0.087, -0.100, -0.100, -0.075, -0.097, -0.310, -0.072, -0.085, -0.099, -0.079, -0.109, 0.112, 0.095, 0.095, 0.108, 0.092, 0.092, 0.091, 0.105, 0.123, 0.104, 0.097, 0.093, 0.102, 0.092, -0.208, 0.797, -0.255, -0.256, -0.286, -0.293, -0.210, -0.216, 0.765, -0.207, -0.252, -0.262, -0.002, -0.012, 0.011, 0.007, -0.002, 0.001, -0.015, -0.007, -0.008, -0.033, -0.052], "gap_ev": [4.209, 4.918], "charge": -2, "spin_multiplicity": 2, "lumo_ev": [3.9, 3.9]}

---

(2)
{"formula": "C7H10OS", "method": "ωB97M-V/def2-TZVPD", "elements": ["C", "C", "C", "C", "C", "C", "C", "O", "S", "H", "H", "H", "H", "H", "H", "H", "H", "H", "H"], "positions_angstrom": [[2.3414, 0.3998, 1.2695], [1.8417, 1.2524, 2.1685], [0.8317, 1.9255, 2.6454], [-0.9309, 1.1319, -0.0366], [-1.3743, -0.6783, 1.7225], [1.5180, -0.4930, -1.3538], [-0.4464, -0.0495, 0.7600], [0.1347, 2.5618, 3.3991], [1.0062, -0.8114, 0.4095], [3.2873, -0.0482, 1.2947], [-1.8033, 0.8564, -0.6336], [-0.2145, 1.2656, -0.8590], [-1.1651, 1.9485, 0.6308], [-2.2929, -0.0837, 1.8787], [-0.7131, -1.0249, 2.5593], [-1.9297, -1.5781, 1.2233], [1.2341, -1.3383, -1.8874], [2.6600, -0.4821, -1.1934], [1.1962, 0.4798, -1.5855]], "lowdin_charge": [-0.184, -0.088, -0.202, -0.122, -0.163, -0.227, -0.716, 0.109, 1.016, 0.029, 0.076, 0.045, 0.071, 0.080, 0.080, 0.093, 0.017, 0.076, 0.010], "gap_ev": [6.064, 6.075], "spin_multiplicity": 1, "lumo_ev": [-0.8, -0.7]}

---

(3)
{"formula": "H37O18", "method": "ωB97M-V/def2-TZVPD", "elements": ["O", "H", "H", "O", "H", "O", "H", "H", "O", "H", "H", "O", "H", "H", "O", "H", "H", "O", "H", "H", "O", "H", "H", "O", "H", "H", "O", "H", "H", "O", "H", "H", "O", "H", "H", "O", "H", "H", "O", "H", "H", "O", "H", "H", "O", "H", "H", "O", "H", "H", "O", "H", "H", "H", "H"], "positions_angstrom": [[0.6698, -0.0795, -3.3758], [-1.3469, 0.7405, -0.3642], [-1.2170, 4.6687, -2.2007], [-1.2849, 4.8554, -3.1672], [-0.0253, 1.1567, -2.9747], [-0.2136, 2.1897, -2.5265], [-0.7889, 2.0312, -1.7875], [-1.8320, -1.8580, -3.1805], [1.5304, 0.6834, 5.7955], [0.7706, 0.2753, 6.1055], [2.0397, 0.0373, 5.3695], [-2.0143, -1.8670, -1.4529], [-1.7939, -2.8195, -1.6823], [-2.5764, -1.5287, -0.7437], [0.1511, -0.2604, -1.0021], [0.9183, -0.4071, -1.3544], [-0.6418, -0.7825, -1.2906], [-4.1494, -2.8154, 0.1962], [3.5623, -1.0254, 1.2486], [-1.8926, -3.8984, 0.4559], [0.0746, 4.4407, 2.3047], [-0.1700, 4.4980, 3.2409], [1.0524, 4.7794, 2.3783], [-0.1258, -1.1755, 2.5745], [0.5255, -1.8707, 2.5561], [1.5595, 0.2409, -3.5452], [-1.5972, -4.4630, -0.0768], [-4.8268, -2.6235, 0.9812], [-1.2146, -5.2655, 0.0448], [4.9150, 1.3252, -0.4568], [4.1013, 1.2178, -0.1498], [5.6928, 0.9006, 0.1460], [1.6123, -4.2140, -1.1040], [1.6226, -4.8029, -0.3220], [0.6047, -4.3845, -1.1495], [-1.5693, 1.6819, -0.4183], [-0.6847, -1.5192, 1.8913], [-0.7462, 1.9237, 0.2102], [0.7557, 1.3428, 1.9840], [1.2413, 0.6115, 2.3163], [0.2930, 1.6098, 2.7347], [-1.7462, 6.0011, -0.3943], [-0.8955, 6.4581, -0.5313], [-1.8064, 5.7813, 0.5901], [-1.4536, -2.3043, -3.9840], [0.5703, -0.6542, -4.1095], [-1.7429, -1.6320, -4.5930], [2.8761, -0.4130, 0.7784], [-0.0628, 3.1422, -2.8559], [2.5019, 0.0843, 1.4563], [1.8608, -3.4838, 2.7175], [1.2358, -3.6140, 3.4470], [2.1357, -4.3849, 2.3188], [-4.2939, -3.7459, 0.3103], [-2.1607, 5.2153, -3.3591]], "lowdin_charge": [0.033, 0.013, 0.027, -0.067, 0.168, 0.133, 0.007, 0.009, 0.004, 0.001, 0.003, -0.081, 0.104, 0.065, -0.022, -0.054, 0.033, -0.084, 0.122, -0.093, -0.103, 0.035, 0.105, -0.022, -0.009, 0.116, 0.100, 0.135, 0.020, -0.070, -0.107, 0.137, -0.089, 0.023, 0.049, -0.074, 0.026, 0.134, -0.014, -0.016, 0.011, -0.092, 0.050, 0.073, -0.062, 0.078, 0.031, -0.042, 0.165, -0.044, -0.089, 0.045, 0.098, 0.021, 0.063], "gap_ev": 10.404, "charge": 1, "spin_multiplicity": 1, "lumo_ev": -2.6}

---

(4)
{"formula": "C5H5BrN2", "method": "ωB97M-V/def2-TZVPD", "elements": ["C", "C", "C", "C", "N", "C", "N", "H", "H", "H", "H", "Br", "H"], "positions_angstrom": [[-1.5673, -1.0439, 0.1538], [-0.3141, -0.3657, 0.0636], [-0.2124, 0.9684, 0.1374], [-1.2687, 1.9021, 0.1345], [-1.9555, 2.8175, 0.0879], [1.0538, 1.6377, -0.1825], [2.0945, 2.0148, -0.4480], [-2.3695, -0.5043, -0.4358], [-1.9918, -1.1234, 1.2129], [-1.4744, -2.0484, -0.1887], [0.6641, -0.8416, 0.2491], [3.7263, -1.0145, -0.2456], [3.6151, -2.3988, -0.5386]], "lowdin_charge": [-0.086, -0.097, -0.242, -0.203, 0.192, -0.194, 0.163, 0.113, 0.129, 0.068, 0.101, 0.343, -0.286], "smiles": "CC=C(C#N)C#N.Br", "gap_ev": 9.882, "spin_multiplicity": 1, "lumo_ev": -0.6}

---

One value per record, in order, for calculated total energy: -225304.4215, -20297.7888, -37444.9032, -78286.8491 eV.
One value per record, in order, for energy above the lowest of the compared OMol25 structures with the same formula, charge and spin: 75.91, 129.34, 196.68, 11.34 kcal/mol.